A structure of composition CHLi2O3 in a non-equilibrium geometry, computed with ωB97M-V/def2-TZVPD.

Each line ends with the natural charge from an NBO analysis.
Cartesian coordinates (Å):
Li 3.3104 -1.3271 -1.1316  0.94
O 1.9395 -0.6994 -1.8918  -1.90
H -2.3989 0.6998 1.5636  0.43
C -0.6843 0.6551 0.7192  0.25
O -1.1522 -0.3115 0.0824  -0.84
O -1.5768 1.2267 1.5805  -0.78
Li 0.5622 -0.2436 -0.9224  0.90

Kohn-Sham gap	4.84	eV
strongest force on any atom	1.12	eV/A
LUMO energy	2.120	eV
relative energy (zero: lowest compared OMol25 entry of this formula, charge and spin)	34.5	kcal per mole
total charge	-1

---

A structure of composition CHLiNdO2 in a non-equilibrium geometry, computed with ωB97M-V/def2-TZVPD.

Each line ends with the Mulliken spin population.
Cartesian coordinates (Å):
O -2.3025 -1.5332 -1.6641  0.00
H 0.6096 1.5243 0.0909  0.00
Li -0.6240 -0.2980 1.0787  0.00
O 0.8450 0.6485 0.4161  -0.01
Nd 3.3296 0.5820 0.9030  4.01
C -1.8577 -0.9236 -0.8246  0.00

Kohn-Sham gap (alpha / beta)	7.71 / 9.77	eV
strongest force on any atom	2.18	eV/A
LUMO energy (alpha / beta)	-9.270 / -9.158	eV
total charge	+2
multiplicity	5

---

A structure of composition CHLiO2Tl in a non-equilibrium geometry, computed with ωB97M-V/def2-TZVPD.

Each line ends with the Mulliken spin population.
Cartesian coordinates (Å):
O -0.1312 0.0426 0.1215  0.09
O -1.8121 -0.9368 -0.9607  0.07
Tl -2.3964 1.0515 -0.0395  0.10
H 3.3667 0.2837 0.7545  0.00
Li 1.6239 0.4220 0.7014  0.00
C -0.6508 -0.8630 -0.5773  0.72

Kohn-Sham gap (alpha / beta)	5.41 / 5.35	eV
strongest force on any atom	1.84	eV/A
LUMO energy (alpha / beta)	-1.254 / -1.303	eV
relative energy (zero: lowest compared OMol25 entry of this formula, charge and spin)	0.0	kcal per mole
multiplicity	2

---

An isolated molecule of CHN2O2P in a non-equilibrium geometry, computed with ωB97M-V/def2-TZVPD.

Each line ends with the natural charge from an NBO analysis.
Cartesian coordinates (Å):
C 0.1219 1.7945 -0.1567  -0.12
O 3.0200 -0.0830 0.5855  -0.33
O 1.7562 -0.8222 -1.0170  -0.36
H -0.4397 -0.2059 0.2789  0.01
N -0.1970 2.7125 -0.7789  -0.24
P 0.4869 0.5624 1.0553  0.63
N 2.0234 -0.1729 -0.0254  0.41

Kohn-Sham gap	9.71	eV
strongest force on any atom	4.03	eV/A
LUMO energy	-1.127	eV
SMILES string	N#CP[N+](=O)[O-]
relative energy (zero: lowest compared OMol25 entry of this formula, charge and spin)	7.4	kcal per mole

---

The ion CHN2O4S with charge -1 in a non-equilibrium geometry, computed with ωB97M-V/def2-TZVPD.

Each line ends with the natural charge from an NBO analysis.
Cartesian coordinates (Å):
S -2.4697 0.0607 -0.0374  2.41
N -1.7553 1.5241 -0.0178  -0.93
H 0.7622 -0.3352 0.4631  0.38
O -1.0807 -0.8240 0.6303  -0.58
O 0.4909 2.2120 -0.1008  -0.70
C -0.4185 1.4125 0.0624  0.71
O -3.5593 -0.0686 0.8829  -0.95
O -2.7296 -0.4300 -1.3397  -0.95
N -0.0638 0.1953 0.5303  -0.38

Kohn-Sham gap	9.10	eV
strongest force on any atom	3.59	eV/A
LUMO energy	3.974	eV
SMILES string	O=C1N=[S@](=O)([O-])ON1
relative energy (zero: lowest compared OMol25 entry of this formula, charge and spin)	8.6	kcal per mole
total charge	-1

---

An isolated molecule of CHN3O in a non-equilibrium geometry, computed with ωB97M-V/def2-TZVPD.

Each line ends with the natural charge from an NBO analysis.
Cartesian coordinates (Å):
C 0.4292 0.4537 1.0635  0.38
N -0.2223 -0.1719 0.0716  -0.47
N -0.2998 0.3591 -1.1559  0.27
N 1.0548 0.9758 1.9160  -0.28
O -0.8336 -0.4328 -1.9758  -0.33
H -0.1284 -1.1838 0.0805  0.42

Kohn-Sham gap	10.12	eV
strongest force on any atom	4.25	eV/A
LUMO energy	-0.940	eV
SMILES string	N#CNN=O
relative energy (zero: lowest compared OMol25 entry of this formula, charge and spin)	100.4	kcal per mole

---

An isolated molecule of CHN3O in a non-equilibrium geometry, computed with ωB97M-V/def2-TZVPD.

Each line ends with the natural charge from an NBO analysis.
Cartesian coordinates (Å):
N 0.6193 0.2842 1.2574  0.14
H -1.4252 -0.0968 -0.9490  0.21
C -0.5757 0.0763 -0.4111  0.08
N -0.5427 0.5817 0.8202  -0.21
N 0.5447 -0.4779 -0.9007  -0.05
O 1.3795 -0.3674 0.1832  -0.17

Kohn-Sham gap	11.23	eV
strongest force on any atom	3.70	eV/A
LUMO energy	-0.478	eV
SMILES string	c1nnon1
relative energy (zero: lowest compared OMol25 entry of this formula, charge and spin)	99.1	kcal per mole

---

An isolated molecule of CHN3O2 in a non-equilibrium geometry, computed with ωB97M-V/def2-TZVPD.

Each line ends with the natural charge from an NBO analysis.
Cartesian coordinates (Å):
O -1.0116 1.4095 -0.3836  -0.58
H -1.7631 0.8887 -0.0086  0.50
C -0.2079 0.4094 0.0586  0.70
N 1.5939 -0.7236 0.0359  0.01
N 1.0770 0.5600 -0.1719  -0.36
N 0.8575 -1.5901 0.2042  0.16
O -0.5458 -0.9540 0.2653  -0.43

Kohn-Sham gap	11.32	eV
strongest force on any atom	6.05	eV/A
LUMO energy	-0.084	eV
SMILES string	Oc1nnno1
relative energy (zero: lowest compared OMol25 entry of this formula, charge and spin)	62.0	kcal per mole

---

An isolated molecule of CHN3O2 in a non-equilibrium geometry, computed with ωB97M-V/def2-TZVPD.

Each line ends with the natural charge from an NBO analysis.
Cartesian coordinates (Å):
C 0.5040 -0.2169 -0.3878  0.50
O -0.4715 0.5388 1.4440  -0.16
N -1.4158 -0.0495 0.4815  0.17
O 1.2566 -0.2173 -1.5477  -0.61
N 0.7651 0.4632 0.7391  -0.11
H 0.4943 -0.5973 -2.0420  0.49
N -0.7493 -0.5100 -0.4779  -0.29

Kohn-Sham gap	10.35	eV
strongest force on any atom	5.92	eV/A
LUMO energy	-0.727	eV
SMILES string	Oc1nnon1
relative energy (zero: lowest compared OMol25 entry of this formula, charge and spin)	69.3	kcal per mole

---

An isolated molecule of CHN3O3 in a non-equilibrium geometry, computed with ωB97M-V/def2-TZVPD.

Each line ends with the Mulliken spin population.
Cartesian coordinates (Å):
N -3.1292 0.2970 -0.1041  0.63
O 2.1732 0.8881 0.2113  0.07
N 1.0014 -0.6654 -0.6963  0.04
O -0.9951 -0.3177 0.6834  0.59
C -2.0794 0.0204 0.2366  0.08
N 1.1927 0.2536 0.0870  0.03
H 1.7498 -0.9667 -1.2728  -0.01
O 0.0866 0.4907 0.8550  0.56

Kohn-Sham gap (alpha / beta)	7.91 / 6.02	eV
strongest force on any atom	16.04	eV/A
LUMO energy (alpha / beta)	0.616 / -4.869	eV
relative energy (zero: lowest compared OMol25 entry of this formula, charge and spin)	125.2	kcal per mole
multiplicity	3

---

A cluster of 3 separate species, CHN3O4 in total in a non-equilibrium geometry, computed with ωB97M-V/def2-TZVPD.

Each line ends with the natural charge from an NBO analysis.
Cartesian coordinates (Å):
O -2.6231 -1.7235 -3.3028  -0.32
N 0.3807 0.4882 -1.0187  -0.74
O -0.8833 -2.7397 -1.0553  -0.11
N -2.2167 -1.6180 -2.1772  0.44
H -0.1373 0.7209 -1.7731  0.42
N -1.1318 -2.2050 -0.0802  0.35
O 1.6858 -1.3134 -0.2237  -0.53
O -2.2867 -0.7272 -1.3571  -0.35
C 1.0681 -0.4460 -0.7309  0.84

Kohn-Sham gap (alpha / beta)	8.83 / 7.88	eV
strongest force on any atom	3.28	eV/A
LUMO energy (alpha / beta)	-1.052 / -1.367	eV
relative energy (zero: lowest compared OMol25 entry of this formula, charge and spin)	0.0	kcal per mole

---

The ion CHN4OS with charge -1 in a non-equilibrium geometry, computed with ωB97M-V/def2-TZVPD.

Each line ends with the natural charge from an NBO analysis.
Cartesian coordinates (Å):
H -0.3578 -0.0020 2.2671  0.46
C 0.3626 -0.4607 0.0312  0.12
S 1.0540 -1.5684 1.1052  -0.47
N -0.6449 1.1020 -1.9758  -0.02
N -0.5034 0.4884 0.2681  -0.28
N 0.7808 -0.6012 -1.3908  -0.38
O -0.7740 0.8018 1.6602  -0.61
N 0.0828 0.2402 -1.9652  0.19

Kohn-Sham gap	7.52	eV
strongest force on any atom	3.35	eV/A
LUMO energy	3.900	eV
SMILES string	N#[N+][N-]C(=S)[N-]O
relative energy (zero: lowest compared OMol25 entry of this formula, charge and spin)	31.6	kcal per mole
total charge	-1

---

A cluster of 2 separate species, CHNO2P in total in a non-equilibrium geometry, computed with ωB97M-V/def2-TZVPD.

Each line ends with the natural charge from an NBO analysis.
Cartesian coordinates (Å):
C -0.6549 -1.2113 -0.1219  -0.09
H 2.0034 1.1920 -0.1783  0.41
O 1.5804 0.5646 0.4668  -1.13
P -0.7209 0.5944 -0.5810  1.28
N -0.5298 -2.3263 0.0528  -0.40
O -1.6782 1.1866 0.3618  -1.08

Kohn-Sham gap (alpha / beta)	8.60 / 8.60	eV
strongest force on any atom	2.54	eV/A
LUMO energy (alpha / beta)	4.182 / 4.182	eV
relative energy (zero: lowest compared OMol25 entry of this formula, charge and spin)	39.0	kcal per mole
total charge	-1

---

A cluster of 2 separate species, CHNO2S in total in a non-equilibrium geometry, computed with ωB97M-V/def2-TZVPD.

Each line ends with the natural charge from an NBO analysis.
Cartesian coordinates (Å):
N -1.1179 1.4160 0.0032  -0.28
S 1.5829 1.0742 0.2078  0.31
O -0.4807 -1.2322 0.2261  -0.27
O 0.8198 -1.2387 0.1026  -0.18
C 0.0194 1.3709 0.0617  -0.04
H -0.8235 -1.3902 -0.6014  0.47

Kohn-Sham gap (alpha / beta)	6.96 / 6.97	eV
strongest force on any atom	3.96	eV/A
LUMO energy (alpha / beta)	-3.109 / -3.107	eV
relative energy (zero: lowest compared OMol25 entry of this formula, charge and spin)	111.9	kcal per mole

---

An isolated molecule of CHNO2S in a non-equilibrium geometry, computed with ωB97M-V/def2-TZVPD.

Each line ends with the natural charge from an NBO analysis.
Cartesian coordinates (Å):
N -0.6944 0.3567 0.1887  -0.76
O -0.3955 -2.2737 -0.0483  -0.63
C 0.0936 -0.6768 0.3118  0.39
S 0.9660 1.0003 0.3711  1.38
O 1.6677 1.3934 -0.8231  -0.82
H -1.6373 0.2000 -0.0003  0.45

Kohn-Sham gap (alpha / beta)	8.51 / 8.51	eV
strongest force on any atom	7.83	eV/A
LUMO energy (alpha / beta)	-1.181 / -1.181	eV
relative energy (zero: lowest compared OMol25 entry of this formula, charge and spin)	123.3	kcal per mole

---

A structure of composition CHNO2S in a non-equilibrium geometry, computed with ωB97M-V/def2-TZVPD.

Each line ends with the natural charge from an NBO analysis.
Cartesian coordinates (Å):
S 0.1146 -0.8552 -0.3111  0.08
H -0.8285 -1.8158 0.1270  0.13
C -3.7212 0.0591 0.1285  0.79
N -2.6802 0.1017 -0.4634  -0.22
O -1.5508 0.6629 -0.6546  -0.30
O -4.7361 -0.2616 0.5222  -0.48

Kohn-Sham gap (alpha / beta)	6.99 / 6.96	eV
strongest force on any atom	4.04	eV/A
LUMO energy (alpha / beta)	-2.745 / -2.766	eV
relative energy (zero: lowest compared OMol25 entry of this formula, charge and spin)	91.9	kcal per mole

---

An isolated molecule of CHNO3 in a non-equilibrium geometry, computed with ωB97M-V/def2-TZVPD.

Each line ends with the natural charge from an NBO analysis.
Cartesian coordinates (Å):
O 0.3327 0.3217 -0.0789  -0.73
C 1.8532 0.2071 -0.3515  0.77
H -0.1856 -0.5377 -0.1169  0.49
O 2.4615 1.2556 -0.6580  -0.47
O 2.6036 -1.7167 0.0603  -0.18
N 2.4801 -0.6940 0.4414  0.12

Kohn-Sham gap	9.23	eV
strongest force on any atom	11.69	eV/A
LUMO energy	-0.890	eV
SMILES string	O=NC(=O)O
relative energy (zero: lowest compared OMol25 entry of this formula, charge and spin)	59.3	kcal per mole

---

A cluster of 2 separate species, CHNO3 in total in a non-equilibrium geometry, computed with ωB97M-V/def2-TZVPD.

Each line ends with the natural charge from an NBO analysis.
Cartesian coordinates (Å):
N 0.3045 -1.4451 -0.1227  -0.01
O 0.4589 -0.3975 -0.8801  -0.48
C -0.6151 -1.1062 2.4956  1.04
O -0.9452 -0.2501 1.7891  -0.54
O -0.3156 -1.8776 3.2692  -0.49
H -0.3763 0.0523 -0.8073  0.48

Kohn-Sham gap (alpha / beta)	9.40 / 9.44	eV
strongest force on any atom	2.76	eV/A
LUMO energy (alpha / beta)	0.014 / -0.008	eV
relative energy (zero: lowest compared OMol25 entry of this formula, charge and spin)	37.1	kcal per mole

---

The ion CHNO3S2 with charge -2 in a non-equilibrium geometry, computed with ωB97M-V/def2-TZVPD.

Each line ends with the natural charge from an NBO analysis.
Cartesian coordinates (Å):
S -3.2467 0.7401 -2.5316  -0.83
O 0.0361 1.3740 0.9223  -0.73
O -2.7499 2.0166 -0.1170  -1.02
H 0.3186 -0.4903 0.4090  0.04
C -0.1763 0.4039 0.1851  0.47
N -1.0196 0.1798 -0.8028  -0.92
O -1.1276 2.6588 -1.8793  -1.04
S -1.9592 1.4875 -1.1903  2.03

Kohn-Sham gap	5.80	eV
strongest force on any atom	5.25	eV/A
LUMO energy	6.171	eV
SMILES string	O=CN=[S@@](=O)([O-])[S-]
relative energy (zero: lowest compared OMol25 entry of this formula, charge and spin)	0.0	kcal per mole
total charge	-2

---

An isolated molecule of CHNOS in a non-equilibrium geometry, computed with ωB97M-V/def2-TZVPD.

Each line ends with the natural charge from an NBO analysis.
Cartesian coordinates (Å):
C 1.5663 -0.6060 -0.1071  0.60
N 0.4675 0.0727 -0.5292  -0.67
S 1.8857 1.1416 0.0603  0.15
H -0.3752 0.0918 -0.0018  0.40
O 2.1082 -1.6092 0.0516  -0.48

Kohn-Sham gap	9.30	eV
strongest force on any atom	2.68	eV/A
LUMO energy	-0.252	eV
SMILES string	O=C1NS1
relative energy (zero: lowest compared OMol25 entry of this formula, charge and spin)	0.0	kcal per mole